(1)
Molecular formula: C6H9NO
Method: DFT, ωB97M-V/def2-TZVPD

- Structure (SMILES): C1O[C@@H]2[C@H]3N[C@@H]2C[C@@H]13
- Relative energy (zero: lowest compared OMol25 entry of this formula, charge and spin): 69.7 kcal/mol
- LUMO: 0.989 eV
- Calculated total energy: -9902.581 eV
- Molecular weight: 111.144 u

```
! RIJCOSX wB97M-V def2-TZVPD def2/J DEFGRID3
* xyz 0 1
H -2.452 0.786 -0.380
H -0.432 1.424 1.555
C 0.403 1.304 -0.574
H -2.291 -0.188 1.058
C -1.651 0.205 0.159
H 1.103 2.198 -0.475
C -0.364 0.764 0.655
H 0.317 -2.241 -0.705
C -0.020 -1.233 -0.443
C 0.234 -0.612 0.908
H 2.099 -1.349 0.404
C 1.147 -0.009 -0.871
O -1.335 -0.936 -0.662
H 1.805 -0.239 -1.660
H 0.040 -1.077 1.826
H -0.309 1.574 -1.345
N 1.708 -0.372 0.550
*
```


(2)
Molecular formula: C6H9NO
Method: DFT, ωB97M-V/def2-TZVPD

- Relative energy (zero: lowest compared OMol25 entry of this formula, charge and spin): 167.8 kcal/mol
- LUMO (spin up / spin down): -7.490 / -7.586 eV
- Calculated total energy: -9890.627 eV
- Molecular weight: 111.144 u

```
! RIJCOSX wB97M-V def2-TZVPD def2/J DEFGRID3
* xyz 1 2
H -0.014 -2.954 2.418
H 3.186 -0.786 -1.295
C -1.837 1.824 1.113
C 0.039 0.140 -0.157
C 2.166 -0.343 -1.458
C 1.208 -0.355 -0.494
H -2.762 2.401 1.549
H 3.053 0.088 -3.314
C -1.847 0.435 1.015
O -0.872 -2.441 2.299
H -0.771 2.242 1.087
C 2.165 0.169 -2.775
H 1.256 0.516 -3.290
H -0.323 1.084 -0.612
N -1.082 -0.465 0.513
H -0.916 -1.655 1.761
H -2.650 0.101 1.641
*
```


(3)
Molecular formula: C6H9NO2
Method: DFT, ωB97M-V/def2-TZVPD

- Structure (SMILES): O=C(O)C1=CCCNC1
- Relative energy (zero: lowest compared OMol25 entry of this formula, charge and spin): 95.8 kcal/mol
- LUMO: 0.414 eV
- Calculated total energy: -11949.162 eV
- Molecular weight: 127.143 u

```
! RIJCOSX wB97M-V def2-TZVPD def2/J DEFGRID3
* xyz 0 1
H -1.687 0.251 2.375
O 1.117 1.656 2.537
H -0.637 -1.656 1.382
H 0.117 -1.128 -2.631
C 0.465 1.403 -0.453
O -0.933 0.891 2.860
H -0.767 0.862 -1.896
H 1.681 -0.862 -1.339
N 0.077 0.723 -1.678
C -0.257 -1.563 -0.714
H 0.021 2.174 -0.089
C 0.490 -0.681 -1.815
C 0.079 0.422 0.690
C 0.118 1.085 2.072
H -1.395 -1.734 -0.920
H 1.609 1.624 -0.421
C -0.233 -0.821 0.594
H 0.135 -2.645 -0.555
*
```


(4)
Molecular formula: C6H9NO2
Method: DFT, ωB97M-V/def2-TZVPD

- Structure (SMILES): CC1(C)O[C@]1(C)N=C=O
- Relative energy (zero: lowest compared OMol25 entry of this formula, charge and spin): 50.4 kcal/mol
- LUMO: 0.622 eV
- Calculated total energy: -11951.135 eV
- Molecular weight: 127.143 u

```
! RIJCOSX wB97M-V def2-TZVPD def2/J DEFGRID3
* xyz 0 1
H -1.357 -0.760 2.623
H -0.392 -2.234 -0.758
N -0.065 1.153 1.516
C -0.499 0.054 0.848
H 0.186 2.100 -1.282
H 0.695 0.798 -2.285
H 0.112 -1.584 2.054
H -0.050 -1.418 -2.279
C -0.818 -1.105 1.742
C 0.176 -1.422 -1.213
O 0.960 3.238 1.099
C 0.510 2.171 1.084
C 0.713 1.150 -1.255
H -1.429 -1.826 1.206
O -1.524 0.216 -0.455
C -0.222 -0.089 -0.614
H 1.764 1.163 -0.963
H 1.240 -1.605 -1.069
*
```


(5)
Molecular formula: C6H9NO2
Method: DFT, ωB97M-V/def2-TZVPD

- Structure (SMILES): C=C=C[C@](N)(O)C(C)=O
- Relative energy (zero: lowest compared OMol25 entry of this formula, charge and spin): 45.2 kcal/mol
- LUMO: 0.879 eV
- Calculated total energy: -11951.358 eV
- Molecular weight: 127.143 u

```
! RIJCOSX wB97M-V def2-TZVPD def2/J DEFGRID3
* xyz 0 1
C -0.808 -1.372 -0.834
O 1.691 1.005 -1.015
C -0.470 0.976 -0.025
H -1.825 1.511 1.374
H 2.617 -0.374 0.945
H -0.096 -2.703 -2.254
H 1.025 -1.189 1.012
C 1.544 -0.229 1.034
C -1.292 -0.235 -0.448
N -0.833 1.324 1.328
O -0.711 2.048 -0.917
H 1.292 0.247 1.991
H 0.053 2.104 -1.512
H -0.162 -3.325 -0.534
H -2.359 -0.067 -0.431
H -0.364 2.185 1.590
C 1.025 0.610 -0.087
C -0.325 -2.516 -1.219
*
```


(6)
Molecular formula: C6H9NO2
Method: DFT, ωB97M-V/def2-TZVPD

- Relative energy (zero: lowest compared OMol25 entry of this formula, charge and spin): 159.3 kcal/mol
- LUMO: 0.391 eV
- Calculated total energy: -11946.409 eV
- Molecular weight: 127.143 u

```
! RIJCOSX wB97M-V def2-TZVPD def2/J DEFGRID3
* xyz 0 1
H -1.903 0.557 -2.114
C 1.433 -0.580 0.291
H -1.800 -0.931 -3.168
C -1.681 -0.473 -2.071
O -1.987 2.133 2.420
C -0.882 1.727 2.395
C -0.027 -0.245 -0.118
H 1.226 -1.649 0.590
C -0.645 -0.949 -1.360
H -0.353 -1.914 -1.640
H 3.554 -0.130 -0.061
H -0.328 2.266 3.225
H 1.393 -0.049 1.146
C -0.825 0.450 0.544
N 2.447 -0.095 -0.672
H -2.004 0.145 0.395
H 2.691 -1.183 -1.434
O -0.309 0.920 1.632
*
```


(7)
Molecular formula: C6H9NO2S
Method: DFT, ωB97M-V/def2-TZVPD

- Relative energy (zero: lowest compared OMol25 entry of this formula, charge and spin): 49.9 kcal/mol
- LUMO (spin up / spin down): 0.562 / -2.138 eV
- Calculated total energy: -22782.096 eV
- Molecular weight: 159.210 u

```
! RIJCOSX wB97M-V def2-TZVPD def2/J DEFGRID3
* xyz 0 3
H -3.285 1.156 -1.961
H 4.056 -1.327 1.377
C 4.127 -0.475 0.696
C -2.430 0.528 -1.732
H -1.793 1.466 0.781
H 2.988 0.881 1.985
C -2.695 0.828 0.739
H -2.302 -0.201 -2.529
C -1.534 -1.068 -0.105
H -3.580 -0.763 -0.406
O -3.591 0.935 1.522
N -0.455 -1.464 0.031
S 1.897 0.912 -0.079
H 4.082 -0.830 -0.329
H -1.536 1.145 -1.686
C 3.027 0.463 0.983
C -2.647 -0.188 -0.394
O 0.583 -2.002 0.224
H 5.089 0.006 0.884
*
```


(8)
Molecular formula: C6H9NO3
Method: DFT, ωB97M-V/def2-TZVPD

- Structure (SMILES): [H]/N=C(\O)CCC(C=O)C=O
- Relative energy (zero: lowest compared OMol25 entry of this formula, charge and spin): 29.0 kcal/mol
- LUMO: 0.280 eV
- Calculated total energy: -13999.352 eV
- Molecular weight: 143.142 u

```
! RIJCOSX wB97M-V def2-TZVPD def2/J DEFGRID3
* xyz 0 1
H -1.633 -0.850 -0.520
H -0.025 1.205 -0.634
C 0.813 1.220 1.908
H -1.580 0.599 -2.485
H 1.296 0.034 -0.701
H 2.032 2.470 2.520
C -0.658 -0.818 -1.045
O 0.988 -2.558 -0.799
C -0.992 -0.344 -2.444
O -0.656 -0.912 -3.455
C 0.267 0.185 -0.347
C -0.138 -2.239 -1.094
O -0.064 2.260 2.297
H -0.954 2.079 1.972
C 0.218 0.061 1.170
H -0.876 -3.001 -1.425
H 0.753 -0.843 1.498
H -0.827 -0.044 1.506
N 2.034 1.496 2.077
*
```